Model P:
C6H10O4 as an isolated structure. Source: the OMol25 dataset; level of theory: the ωB97M-V functional and the def2-TZVPD basis.

Geometry as XYZ:
```
20
Properties=species:S:1:pos:R:3:mulliken_charge:R:1
C 0.624 0.478 0.081 1.1639
C 0.512 0.278 -1.447 -0.9398
C -0.012 1.761 0.568 -1.6804
C 2.003 0.234 0.653 -1.5999
C 0.070 -0.926 -0.778 0.8732
C -1.769 -0.656 0.946 0.2170
O -1.749 -0.809 -0.570 -0.1728
O -2.346 -2.060 -1.012 -0.3158
O 0.322 -2.101 -0.672 -0.7411
O -2.479 0.145 1.444 -0.3861
H -1.544 -2.631 -1.029 0.3527
H 1.413 0.179 -2.046 0.3177
H -0.255 0.876 -1.926 0.3023
H -1.411 -1.616 1.332 0.3499
H -0.124 1.751 1.652 0.3715
H -0.977 1.957 0.105 0.3910
H 0.618 2.616 0.298 0.4291
H 2.453 -0.683 0.268 0.3523
H 2.689 1.047 0.390 0.3389
H 1.962 0.162 1.741 0.3764
```

Summary:
HOMO-LUMO gap = 8.38 eV
M = 146.14 g mol⁻¹

***

Model Q:
C6H10O4 as an isolated structure. Source: the OMol25 dataset; level of theory: the ωB97M-V functional and the def2-TZVPD basis.

Geometry as XYZ:
```
20
Properties=species:S:1:pos:R:3:mulliken_charge:R:1
C 0.553 0.304 0.653 0.0583
C 2.683 -1.725 1.327 -0.0908
C 1.785 -1.176 0.315 0.5599
C -1.830 0.775 0.486 -1.5046
C -0.203 1.435 -1.335 -1.3967
C -0.579 0.368 -0.296 0.7566
O 0.843 0.995 1.564 -0.4854
O 3.155 -0.864 0.332 -0.4610
O 3.061 -3.055 1.234 -0.5635
O 1.277 -1.942 -0.699 -0.5221
H 2.699 -1.359 2.345 0.4088
H -1.655 1.716 1.002 0.3114
H -2.671 0.897 -0.190 0.4243
H -2.081 0.019 1.227 0.3729
H -1.048 1.614 -1.994 0.3920
H 0.645 1.104 -1.927 0.3769
H 0.058 2.367 -0.838 0.3394
H -0.717 -0.595 -0.790 0.3121
H 3.654 -3.159 0.476 0.3597
H 1.574 -2.861 -0.606 0.3519
```

Summary:
HOMO-LUMO gap = 9.72 eV
M = 146.14 g mol⁻¹

***

Of all the structures shown, which is most stable? model Q, and model P is the least stable.